1.
Here is a molecular structure, C26H37N2O7PdSi from the Open Molecules 2025 dataset. Energies are from ωB97M-V/def2-TZVPD.

Structure (XYZ):
```
74
Properties=species:S:1:pos:R:3:mulliken_spin:R:1
H -4.10 -3.33 -2.21 -0.0002
H 1.84 0.72 7.99 0.0035
C -1.35 -0.98 2.80 -0.0021
C -1.58 3.18 -2.40 0.0002
H -0.75 -3.18 1.23 0.0012
H 2.98 1.65 2.87 -0.0121
H 5.02 -0.29 -5.09 0.0012
H 2.68 2.49 6.43 -0.0004
H -1.78 -0.21 -4.04 -0.0013
H -4.11 -3.18 -3.98 0.0001
H -1.76 1.99 0.84 -0.0005
C -1.86 -1.33 1.41 -0.0140
C -3.28 -0.80 1.23 0.0115
H 0.57 3.37 -0.71 0.0001
H -2.65 -3.74 -3.15 0.0000
O 1.86 -1.46 2.25 0.0705
H -2.06 -1.30 3.55 0.0007
C 4.67 -0.04 -4.09 -0.0844
C 2.20 -0.35 2.70 0.0122
C -1.22 2.28 -1.22 0.0038
O -0.98 -0.65 0.47 0.0664
H -1.03 2.87 -3.29 -0.0003
C 1.93 0.54 6.93 -0.0339
H -2.65 -1.35 -5.07 -0.0002
C 2.39 1.51 6.09 0.1791
C 0.28 2.34 -0.93 -0.0163
H -1.33 4.22 -2.18 0.0000
H -0.39 -1.46 2.99 -0.0024
C 3.51 1.05 -0.12 -0.0456
N 2.76 0.35 0.64 0.2055
N 2.68 0.67 1.98 0.0404
H -3.85 0.36 -2.70 0.0000
H 0.86 1.99 -1.79 0.0091
C 4.81 1.27 -3.61 0.2711
C -3.50 -3.06 -3.08 -0.0002
H 1.36 -1.98 4.66 0.0072
C 1.65 -1.01 5.04 -0.0280
H -3.08 2.57 -0.18 -0.0003
H -3.93 -1.24 1.99 0.0005
H -3.67 -1.05 0.25 -0.0013
H -2.34 -3.36 1.95 0.0003
C -1.78 -2.83 1.18 -0.0028
H -3.30 0.28 1.36 -0.0009
C 3.79 0.68 -1.50 0.1381
C -2.12 -1.25 -4.13 0.0043
H -1.24 -1.90 -4.15 -0.0007
H -2.64 3.12 -2.60 0.0000
C 2.11 -0.07 4.17 0.1374
H 0.52 1.72 -0.07 -0.0049
C 3.61 -0.69 -1.98 0.0895
O -1.59 0.95 -1.62 0.0149
Pd 1.36 -1.15 0.05 1.4681
C 4.11 -1.01 -3.30 0.2199
H 5.26 2.03 -4.24 0.0078
C 1.56 -0.72 6.42 0.2940
C 2.51 1.23 4.68 0.1820
H -1.23 0.11 2.88 0.0017
H -4.80 -0.70 -3.76 0.0001
O 3.05 -1.59 -1.33 0.3669
C -4.20 -0.66 -2.85 0.0009
O 2.97 2.13 3.91 0.2414
O 0.37 -0.96 -1.68 0.2588
C -3.02 -1.62 -2.96 -0.0056
H -1.80 3.68 0.31 0.0000
H 4.56 2.61 -1.95 0.0033
C 4.39 1.60 -2.32 -0.0515
Si -1.12 -0.55 -1.22 -0.0489
H -2.20 -3.10 0.21 -0.0006
H -4.84 -0.94 -2.01 -0.0003
H 3.98 -2.03 -3.63 0.0028
H 4.01 1.94 0.28 0.0139
O -2.26 -1.57 -1.73 0.0199
C -2.01 2.66 0.02 0.0024
H 1.20 -1.48 7.09 0.0069
```

Its frontier orbital gap (spin up / spin down) is 7.932 / 5.330 eV. As for the LUMO energy (spin up / spin down): -3.363 / -6.361 eV. The value obtained for the total energy is -56228.81930 eV. The multiplicity is 5. The value obtained for the max |F| is 0.72 eV/A. Its charge is +1.

=====

2.
Here is a molecular structure, C26H37N2Pt from the Open Molecules 2025 dataset. Energies are from ωB97M-V/def2-TZVPD.

Structure (XYZ):
```
66
Properties=species:S:1:pos:R:3:mulliken_spin:R:1
C -3.92 1.33 1.67 0.0073
H -1.91 -0.01 -3.27 0.0021
C -1.38 3.55 -2.34 0.0321
H 2.93 3.29 1.25 0.0243
H -2.71 -2.57 -0.02 0.0036
C 0.91 3.11 -3.00 0.0297
H 3.58 0.72 -1.25 -0.0013
N -2.66 1.32 1.18 -0.0407
C 0.92 1.97 -2.18 -0.0970
C 0.72 -0.27 1.94 0.3666
H -3.59 -2.78 1.50 0.0003
H -0.14 3.12 1.97 0.0050
H -2.06 2.14 1.08 0.0049
C -3.35 -0.73 0.95 0.0068
C -4.53 2.57 2.19 0.0009
H -2.23 2.10 -0.99 0.0233
N -2.28 0.09 0.76 0.1408
C -0.38 -2.08 -0.21 0.4686
H -5.34 -0.34 1.82 0.0017
H 0.58 -2.58 -0.33 0.0045
H -4.81 2.43 3.24 0.0006
H 3.23 -2.26 2.07 0.0198
C 1.88 -0.82 1.26 0.1544
H 3.67 -0.98 -0.79 -0.0014
C 1.17 -1.53 -2.70 0.0412
H -4.43 -2.29 0.01 0.0006
H -0.35 0.44 -3.96 0.0123
H 2.86 2.84 -0.46 0.0062
H 1.80 1.34 -2.15 0.0213
C 2.53 0.23 0.56 0.3353
C -4.36 0.03 1.54 -0.0020
H -0.96 -0.49 3.27 0.0041
H 4.64 0.22 0.09 0.0035
H -5.43 2.80 1.60 0.0007
H 0.64 -0.76 4.00 0.0155
H -0.93 -2.39 0.67 -0.0124
H -2.29 4.15 -2.39 0.0059
H -2.12 -1.65 -1.53 0.0100
H -0.26 4.79 -3.71 0.0003
C -0.26 -1.16 -2.52 0.4561
H -3.83 3.41 2.11 0.0000
C 0.04 2.19 2.52 0.0181
H 1.80 3.38 -3.58 0.0034
H 1.58 -2.87 1.81 -0.0008
Pt -0.27 0.02 -0.04 1.1830
H -1.14 -1.06 -4.48 0.0314
C 3.66 0.04 -0.39 0.0237
C 1.89 1.45 0.86 0.0365
C 0.73 1.17 1.68 0.2213
H -0.09 -1.99 2.95 0.0058
H 1.79 -0.67 -2.99 0.0120
C 0.03 -0.91 3.09 -0.0059
H 1.28 -2.27 -3.51 0.0225
H 2.68 -2.64 0.43 0.0120
H 1.62 -1.97 -1.81 -0.0116
C -0.24 3.91 -3.07 -0.0215
C -0.95 -0.41 -3.61 -0.0146
C -3.51 -2.16 0.60 0.0054
C 2.30 2.82 0.48 0.0047
C -1.35 2.41 -1.53 -0.1466
H -0.92 1.83 2.90 0.0020
C 2.36 -2.22 1.39 -0.0239
H 0.68 2.44 3.39 0.0005
C -0.20 1.66 -1.40 0.6716
C -1.04 -1.58 -1.41 -0.0904
H 1.42 3.46 0.35 0.0063
```

Its frontier orbital gap (spin up / spin down) is 6.975 / 5.551 eV. As for the LUMO energy (spin up / spin down): -1.894 / -5.577 eV. The value obtained for the total energy is -33778.20438 eV. The multiplicity is 5. The value obtained for the max |F| is 2.56 eV/A. Its charge is +1.

=====

3.
Here is 2 unconnected molecules or ions with the total composition C26H37N4O from the Open Molecules 2025 dataset. Energies are from ωB97M-V/def2-TZVPD.

Structure (XYZ):
```
68
Properties=species:S:1:pos:R:3:nbo_charge:R:1
C 0.22 3.11 0.20 -0.1003
C 3.56 -2.62 -0.20 -0.1231
C -0.18 4.42 0.04 -0.2635
C -3.30 -2.23 -3.94 -0.4208
C -3.01 6.50 0.53 -0.3987
H -3.07 -1.17 -4.02 0.2513
H 5.21 -4.02 -0.11 0.2424
H 2.94 -3.26 -0.83 0.2209
H -3.50 7.37 0.08 0.2128
H 3.55 0.46 1.28 0.2022
C 1.70 -0.97 -0.14 0.0309
C 1.17 0.30 0.07 -0.3277
H -1.74 7.98 -1.05 0.2224
C -3.08 -1.63 -1.64 0.6883
C -1.52 4.72 -0.31 0.2815
C 4.81 -3.04 0.18 -0.2296
H 8.49 -1.36 1.54 0.1727
H -0.68 6.78 -1.85 0.2160
C -0.13 0.67 -0.27 0.1053
H 1.20 2.91 0.62 0.2139
H -3.09 -4.58 -3.12 0.2116
H -0.30 7.36 -0.20 0.1869
H -3.44 3.86 -0.85 0.2383
C 5.64 -2.22 1.00 0.2538
N -2.82 -0.86 0.66 -0.6381
N -3.35 -2.60 -2.55 -0.4315
O -2.83 -0.48 -1.99 -0.6757
H 0.52 5.24 0.22 0.2328
H -4.64 -4.28 -2.31 0.2060
H -5.27 -2.10 -0.47 0.2192
C -1.12 7.09 -0.89 -0.4118
H 5.82 -0.27 1.91 0.2304
C -1.94 2.35 -0.59 -0.0363
H -3.81 0.13 2.27 0.1963
H -2.39 -2.82 -0.03 0.1736
C 3.90 -0.52 0.96 -0.0827
C 6.92 -3.22 2.88 -0.3937
N 6.85 -2.72 1.51 -0.5044
C 8.14 -2.27 1.02 -0.3966
C -0.61 2.02 -0.20 -0.2204
H -4.61 -3.52 0.34 0.2190
H 7.14 -2.42 3.60 0.1736
C -2.41 3.64 -0.57 -0.2815
H -5.65 -1.02 1.47 0.2147
H -2.96 -1.36 2.73 0.1633
H -2.59 6.80 1.51 0.1925
C 3.03 -1.36 0.20 -0.1714
H 7.74 -3.95 2.93 0.2078
C -3.13 -2.00 -0.15 -0.1240
H -4.25 -2.44 -4.43 0.2006
H -0.77 -0.06 -0.77 0.2290
H 8.08 -2.09 -0.06 0.2088
H -1.90 -0.46 0.66 0.3713
C -4.81 -1.71 1.61 -0.4104
H 5.97 -3.71 3.14 0.2076
C -4.54 -2.43 0.28 -0.4042
C 5.17 -0.93 1.33 -0.2460
H -2.53 -2.82 -4.46 0.1916
H 1.84 1.04 0.50 0.2061
C -3.56 -4.02 -2.30 -0.4114
C -3.54 -0.88 1.92 -0.2062
N -1.97 6.03 -0.37 -0.4185
H -5.06 -2.40 2.41 0.2204
H -3.74 5.69 0.69 0.2149
H 1.04 -1.72 -0.59 0.2163
H -2.58 1.53 -0.91 0.2637
H 8.88 -3.06 1.21 0.2082
H -3.13 -4.35 -1.34 0.2096
```

Its frontier orbital gap is 5.604 eV. As for the LUMO energy: -4.964 eV. The value obtained for the total energy is -35562.46301 eV. The value obtained for the max |F| is 1.37 eV/A. The relative energy (zero: lowest compared OMol25 entry of this formula, charge and spin) comes out at 14.5 kcal per mole. Its charge is +1.